(1)
Entry from the OMol25 dataset: 2 unconnected molecules or ions with the total composition C11H15N in a non-equilibrium geometry (ωB97M-V with the def2-TZVPD basis set).

Structure (XYZ):
```
27
Properties=species:S:1:pos:R:3:forces:R:3
C 3.29465 -1.93864 0.31511 -1.273 -0.174 0.509
C 1.29250 -0.21965 0.13259 0.030 0.777 -0.327
C 2.43131 -0.79378 0.78848 0.908 -0.196 0.190
C 1.02241 0.98055 0.80321 -0.173 0.046 -0.414
C 2.76903 0.04043 1.81409 -0.795 -1.098 0.165
C -0.43282 0.32782 -1.46594 0.047 0.151 0.096
C -0.65135 1.54889 -0.80636 -0.011 0.249 0.389
C 0.52382 -0.53919 -1.00145 -0.006 -0.927 0.914
C 0.05620 1.86691 0.33018 0.220 0.148 0.478
N 1.91177 1.13142 1.85638 -0.177 -0.025 0.083
H -0.99308 0.03472 -2.33613 -0.337 0.090 -0.103
H -1.39996 2.28102 -1.07532 -0.113 -0.243 -0.552
H 0.52730 -1.58546 -1.29636 0.335 0.259 -0.723
H -0.10303 2.80913 0.84717 -0.103 -0.081 -0.081
H 2.72725 -2.55255 -0.38549 0.302 0.070 -0.233
H 3.60161 -2.60712 1.11464 -0.038 0.020 0.292
H 3.44550 -0.23299 2.61093 0.175 0.564 -0.023
H 1.52823 1.45438 2.73128 0.374 0.284 0.048
H 4.18619 -1.53706 -0.10921 0.612 0.079 -0.712
C -4.99357 -0.36704 -1.82023 0.040 -0.449 0.683
C -4.86814 -1.04473 -0.45357 0.858 0.897 0.668
H -3.98049 -0.33195 -2.22650 -0.153 0.307 -0.193
H -5.59551 -0.98379 -2.48799 -0.137 0.279 -0.092
H -5.39946 0.63711 -1.70018 -0.038 -0.039 -0.368
H -5.76381 -1.14331 0.16436 -0.286 -0.608 -0.682
H -4.27737 -0.40515 0.22271 0.238 -0.051 -0.384
H -4.26821 -1.94570 -0.58304 -0.496 -0.328 0.369
```
Positions in Å, forces in eV/Å.

- SMILES: Cc1c[nH]c2ccccc12.CC
- Frontier orbital gap: 8.827 eV
- Lowest unoccupied orbital energy: 0.969 eV

Results of the Mulliken charge analysis, in e, for atoms 1 through 6: C -1.30; C 0.98; C 0.45; C -0.29; C -0.56; C -0.63

(2)
Entry from the OMol25 dataset: 2 unconnected molecules or ions with the total composition C11H15N in a non-equilibrium geometry (ωB97M-V with the def2-TZVPD basis set).

Structure (XYZ):
```
27
Properties=species:S:1:pos:R:3:forces:R:3
C 2.90405 1.30299 1.34509 3.242 0.174 -0.838
C 0.77009 -0.03959 1.25980 1.203 -1.372 -0.722
C 2.14182 0.15825 0.80944 -1.255 0.023 1.372
C 0.32016 -1.27830 0.65554 -1.100 2.362 0.647
C 2.45714 -0.88782 0.01196 -0.163 -0.354 0.376
C -1.29125 0.27296 2.40380 1.164 0.189 -1.162
C -1.76029 -0.82039 1.69336 -1.299 -0.348 -0.770
C 0.00260 0.72631 2.11516 -1.456 -0.725 0.987
C -1.06949 -1.53198 0.71793 1.418 -0.309 0.105
N 1.38276 -1.78253 -0.02786 0.541 0.097 -0.902
H -2.01236 0.87481 2.92743 0.116 -0.017 0.594
H -2.81116 -1.02245 1.83744 -0.212 -0.248 -0.227
H 0.33557 1.56734 2.69110 0.569 0.506 -0.348
H -1.51298 -2.17755 -0.04269 -0.228 -0.199 0.770
H 3.94279 1.19139 0.92139 -0.744 0.401 0.060
H 3.19109 1.37799 2.42045 -1.151 -0.365 -0.488
H 3.36376 -1.18856 -0.49872 -0.022 0.305 0.159
H 1.37858 -2.47060 -0.75899 -0.474 -0.199 0.120
H 2.54131 2.25688 0.96549 -0.174 0.073 0.272
C -2.05132 -0.26470 -2.62349 2.054 -1.309 1.197
C -1.53171 1.16024 -2.79525 -0.810 0.422 0.230
H -1.23284 -0.82929 -2.02729 -1.329 0.348 -1.385
H -2.95036 -0.46924 -2.07271 -0.461 0.925 0.951
H -2.34966 -0.76949 -3.52711 0.760 -0.163 -0.797
H -0.82180 1.46641 -2.04199 0.194 -0.338 0.618
H -2.37042 1.85108 -2.63944 0.277 0.186 -0.710
H -0.96610 1.32584 -3.71984 -0.661 -0.065 -0.108
```
Positions in Å, forces in eV/Å.

- SMILES: Cc1c[nH]c2ccccc12.CC
- Frontier orbital gap: 8.848 eV
- Lowest unoccupied orbital energy: 0.904 eV

Results of the Mulliken charge analysis, in e, for atoms 1 through 6: C -1.33; C 1.13; C 0.55; C -0.44; C -0.73; C -0.67

(3)
Entry from the OMol25 dataset: 2 unconnected molecules or ions with the total composition C11H15N in a non-equilibrium geometry (ωB97M-V with the def2-TZVPD basis set).

Structure (XYZ):
```
27
Properties=species:S:1:pos:R:3:forces:R:3
C 0.35965 2.54246 2.21711 -1.023 -1.246 1.179
C 1.05178 3.55191 1.29879 -1.126 -0.029 -1.901
H -0.70641 2.94647 2.42423 1.643 -0.976 -0.190
H 0.26956 1.45983 1.75469 0.096 2.419 0.981
H 0.85987 2.43634 3.25228 -0.641 0.072 -1.691
H 1.57249 4.35061 1.83330 0.156 -0.316 -0.206
H 0.22581 4.03826 0.70283 0.800 -0.121 0.627
H 1.63740 3.09255 0.45365 0.048 0.356 1.289
C 1.45805 -1.14733 1.42890 3.928 1.252 0.843
C -0.23931 -1.02829 -0.63410 0.311 -0.610 -0.538
C 0.62411 -1.65856 0.37401 -1.728 -2.970 -2.982
C -0.74211 -2.00490 -1.57587 2.140 -1.940 5.077
C 0.56737 -3.03225 0.01189 2.655 1.267 2.800
C -0.68703 0.27674 -0.85699 -0.041 1.402 1.738
C -1.58703 0.56946 -1.84927 0.075 -2.344 -1.505
C -1.98417 -0.41156 -2.83186 0.570 0.517 2.094
C -1.62851 -1.73527 -2.55335 -0.944 -1.202 -3.363
N -0.27575 -3.31654 -0.96073 -0.923 6.228 -1.873
H -0.46450 1.11704 -0.13127 -0.069 -1.232 -0.872
H -2.07013 1.49483 -1.86042 -0.285 1.551 -0.283
H -2.56687 -0.05462 -3.66951 -0.193 -0.513 0.002
H 1.15744 -0.24164 1.90577 -0.816 0.584 0.174
H 2.55587 -0.81398 1.10457 -1.996 -0.824 0.187
H 1.31573 -3.80584 0.40098 -1.607 1.004 -0.368
H -0.47207 -4.16749 -1.28868 -0.722 -3.729 -1.628
H -1.88486 -2.63294 -3.22059 -0.014 1.635 0.821
H 1.65365 -1.82530 2.26964 -0.293 -0.233 -0.412
```
Positions in Å, forces in eV/Å.

- SMILES: Cc1c[nH]c2ccccc12.CC
- Frontier orbital gap: 8.390 eV
- Lowest unoccupied orbital energy: 0.966 eV

Results of the Mulliken charge analysis, in e, for atoms 1 through 6: C -0.31; C -0.80; H 0.24; H -0.23; H 0.33; H 0.30

(4)
Entry from the OMol25 dataset: 2 unconnected molecules or ions with the total composition C11H15N in a non-equilibrium geometry (ωB97M-V with the def2-TZVPD basis set).

Structure (XYZ):
```
27
Properties=species:S:1:pos:R:3:forces:R:3
C -0.43285 0.44240 2.66052 1.246 -0.924 3.344
C -0.88928 -0.37198 0.28516 2.113 -4.028 -0.966
C -0.49778 -0.56916 1.62821 -1.030 -1.015 -0.527
C -0.81468 -1.76500 -0.33848 -1.085 2.521 0.544
C -0.36352 -1.97519 1.86978 -0.955 0.055 -1.578
C -0.70581 0.69386 -0.57249 0.319 -0.937 -2.414
C -0.55131 0.48770 -1.98576 -2.421 1.359 1.437
C -0.89535 -0.75142 -2.45603 1.690 -0.378 -4.060
C -0.92479 -1.88686 -1.68956 -0.520 -1.817 0.985
N -0.65439 -2.68851 0.67798 0.902 7.445 4.084
H -0.59730 1.65833 -0.21820 0.042 1.843 0.817
H -0.63880 1.36878 -2.64320 0.737 -0.556 0.368
H -0.83341 -1.03097 -3.60307 -0.536 1.231 2.316
H -0.29120 1.40724 2.14357 -0.282 -0.105 1.135
H 0.47391 0.14663 3.46868 -2.203 1.174 -2.305
H -0.16366 -2.30752 2.91542 -0.167 -0.638 -1.390
H -0.57857 -3.59557 0.75402 0.267 -6.019 -0.657
H -1.06281 -2.82275 -2.21676 0.227 -0.187 0.337
H -1.37850 0.28957 3.35073 1.573 0.924 -1.464
C 2.16308 2.85803 -0.79797 -3.098 0.599 -0.548
C 3.00286 3.61096 0.18684 -0.664 -1.699 3.108
H 2.25527 3.12836 -1.86894 0.062 -0.334 0.739
H 2.11951 1.81499 -0.63097 1.871 -1.664 -0.350
H 1.06837 2.78450 -0.54618 0.252 1.914 -0.390
H 3.44629 4.51326 -0.06324 1.333 1.235 -1.519
H 3.69271 2.81467 0.52181 0.515 1.166 0.126
H 2.52551 4.00989 1.14926 -0.188 -1.163 -1.175
```
Positions in Å, forces in eV/Å.

- ⟨S²⟩: 0.77
- Multiplicity: 2
- Total charge: +1
- Frontier orbital gap (alpha / beta): 9.012 / 6.281 eV
- Lowest unoccupied orbital energy (alpha / beta): -4.014 / -6.995 eV

Results of the Mulliken charge analysis, in e, for atoms 1 through 6: C -1.12; C 0.26; C 0.74; C 0.23; C -0.44; C -0.45